1.
Molecular formula: C21H32ClCsGe2N2O8S
Method: DFT, the ωB97M-V functional and the def2-TZVPD basis

Atoms and positions in Å:
Cs 1.788 -0.231 -3.304
C -1.206 3.335 3.635
C -0.015 2.703 2.936
Ge -0.371 1.883 1.168
C -1.632 2.924 0.053
C -3.014 2.332 -0.165
C -0.534 -0.032 1.143
C -1.223 -0.797 2.008
Ge -1.088 -2.818 2.115
C -3.013 -3.246 2.658
C -3.137 -4.568 3.397
C -1.209 -3.236 0.134
C -2.213 -2.487 -0.721
C -2.029 -0.158 3.066
C -1.539 -0.030 4.368
C -2.322 0.515 5.374
C -3.623 0.923 5.114
C -4.132 0.776 3.830
C -3.345 0.242 2.822
H -0.928 3.744 4.612
H -2.017 2.623 3.805
H -1.613 4.164 3.049
H 0.445 1.937 3.562
H 0.751 3.459 2.746
H -1.115 3.038 -0.900
H -1.712 3.927 0.491
H -2.954 1.331 -0.600
H -3.613 2.947 -0.843
H -3.574 2.240 0.768
H 0.053 -0.563 0.396
H -3.657 -3.252 1.770
H -3.379 -2.438 3.300
H -2.719 -5.400 2.820
H -4.174 -4.834 3.639
H -2.572 -4.536 4.333
H -1.432 -4.312 0.123
H -0.205 -3.154 -0.296
H -3.224 -2.550 -0.306
H -2.268 -2.862 -1.751
H -1.976 -1.421 -0.779
H -0.533 -0.367 4.587
H -1.904 0.613 6.370
H -4.238 1.343 5.901
H -5.152 1.072 3.611
H -3.758 0.094 1.834
O 1.776 -1.970 -7.386
Cl 2.054 -0.977 -6.403
O 2.789 0.127 -6.972
O 0.813 -0.457 -5.843
O 2.838 -1.547 -5.321
N 5.074 1.692 -5.483
C 5.458 0.627 -4.668
C 5.986 -0.551 -5.198
C 6.313 -1.578 -4.332
N 6.168 -1.537 -3.011
C 5.666 -0.405 -2.520
C 5.309 0.689 -3.285
H 4.601 1.362 -6.319
H 4.461 2.331 -4.993
H 6.096 -0.686 -6.266
H 6.701 -2.504 -4.747
H 5.501 -0.350 -1.449
H 4.867 1.555 -2.802
O 2.469 3.013 -1.584
S 1.809 1.848 -1.035
O 0.612 1.451 -1.807
O 2.703 0.714 -0.818
O 1.260 2.276 0.369

Results
Charge = -2
HOMO = -1.12 eV

***

2.
Molecular formula: C21H32F6FeN5O2
Method: DFT, the ωB97M-V functional and the def2-TZVPD basis

Atoms and positions in Å:
Fe -0.190 0.362 0.692
C -1.863 1.771 2.511
C -2.091 2.584 1.260
N -1.580 1.811 0.088
C -1.023 2.721 -0.925
C 0.468 2.796 -0.721
C 1.300 3.784 -1.213
C 2.672 3.639 -1.062
C 3.182 2.515 -0.417
C 2.296 1.575 0.071
C 2.685 0.302 0.779
N 1.543 -0.142 1.620
C 1.596 0.382 3.021
C 0.159 0.569 3.466
N -0.461 1.342 2.380
N 0.971 1.735 -0.077
H -2.485 0.885 2.504
H -2.035 2.333 3.431
H -1.521 3.516 1.307
H -3.140 2.856 1.142
H -2.321 1.226 -0.291
H -1.492 3.706 -0.926
H -1.207 2.295 -1.911
H 0.876 4.641 -1.720
H 3.343 4.394 -1.447
H 4.246 2.378 -0.284
H 3.582 0.443 1.384
H 2.900 -0.480 0.049
H 1.531 -1.159 1.633
H 2.134 1.332 3.006
H 2.145 -0.303 3.666
H 0.034 1.048 4.438
H -0.329 -0.401 3.495
H 0.090 2.189 2.228
O 0.410 -1.049 -0.635
C 0.040 -1.565 -1.711
C 0.491 -2.942 -2.072
C 1.782 -2.746 -2.911
C 1.741 -1.710 -4.044
C 1.654 -0.238 -3.609
C 0.234 0.237 -3.263
N -0.563 -0.868 -2.698
H -0.270 -3.447 -2.672
H 0.692 -3.534 -1.185
H 2.028 -3.715 -3.344
H 2.600 -2.496 -2.229
H 0.939 -1.948 -4.751
H 2.664 -1.833 -4.611
H 2.058 0.399 -4.397
H 2.306 -0.096 -2.738
H -0.301 0.585 -4.145
H 0.267 1.051 -2.556
H -0.910 -1.474 -3.430
C -2.816 -1.690 2.985
C -2.219 -1.840 1.583
O -1.660 -0.682 1.065
C -3.369 -2.194 0.615
F -2.941 -2.450 -0.629
F -4.076 -3.242 1.034
F -4.197 -1.138 0.534
C -1.195 -3.001 1.631
F -1.624 -4.046 2.324
F -0.056 -2.564 2.245
F -0.819 -3.447 0.430
H -3.581 -0.916 2.976
H -2.042 -1.433 3.707
H -3.280 -2.612 3.326

Results
⟨S²⟩ = 0.792
Spin multiplicity = 2
Charge = +2
HOMO (spin up / spin down) = -15.65 / -15.51 eV

***

3.
Molecular formula: C21H32IrNO2S2
Method: DFT, the ωB97M-V functional and the def2-TZVPD basis

Atoms and positions in Å:
Ir -0.317 0.443 0.786
C -0.702 3.726 1.971
C -0.919 2.879 0.744
C -0.041 2.987 -0.359
C 1.090 3.986 -0.309
C -0.259 2.219 -1.516
C 0.731 2.290 -2.658
C -1.391 1.390 -1.598
C -1.757 0.673 -2.869
C -2.247 1.228 -0.481
C -3.415 0.278 -0.572
C -2.058 2.028 0.675
C -3.135 2.118 1.732
H -1.180 4.703 1.847
H 0.357 3.890 2.157
H -1.118 3.256 2.858
H 1.983 3.563 0.160
H 0.805 4.866 0.264
H 1.364 4.323 -1.305
H 0.493 3.104 -3.348
H 0.744 1.366 -3.234
H 1.741 2.455 -2.288
H -1.581 -0.401 -2.776
H -1.207 1.047 -3.728
H -2.820 0.807 -3.078
H -4.262 0.746 -1.084
H -3.748 -0.038 0.414
H -3.141 -0.616 -1.130
H -2.949 1.457 2.581
H -4.105 1.863 1.314
H -3.199 3.136 2.111
O 1.494 -0.753 1.446
N 1.634 -1.105 2.653
C 2.516 -2.219 2.862
C 2.379 -2.963 3.959
C 1.372 -2.678 4.947
C 0.470 -1.625 4.712
C 0.542 -0.850 3.593
S -0.554 0.419 3.204
H 3.279 -2.348 2.110
H 3.060 -3.793 4.096
H 1.298 -3.275 5.844
H -0.315 -1.400 5.421
C 2.660 -1.715 -3.574
C 1.253 -1.868 -3.005
S 1.280 -1.698 -1.205
O -0.120 -1.165 -0.829
C 1.252 -3.431 -0.711
C -0.068 -4.130 -0.995
H 2.629 -1.794 -4.661
H 3.330 -2.495 -3.207
H 3.091 -0.747 -3.314
H 0.808 -2.827 -3.267
H 0.583 -1.075 -3.335
H 1.464 -3.406 0.359
H 2.107 -3.889 -1.219
H -0.902 -3.545 -0.610
H -0.070 -5.098 -0.497
H -0.230 -4.304 -2.058

Results
⟨S²⟩ = 8.795
Spin multiplicity = 6
Charge = +1
HOMO (spin up / spin down) = -8.51 / -10.96 eV

***

4.
Molecular formula: C21H32N4O2
Method: DFT, the ωB97M-V functional and the def2-TZVPD basis

Atoms and positions in Å:
C -0.790 -0.981 0.409
C 0.497 -1.387 1.123
N 1.523 -1.766 0.170
C 1.335 -3.084 -0.409
C 1.951 -3.175 -1.800
C 2.887 -1.518 0.590
C 3.645 -0.626 -0.444
O 4.700 -1.325 -1.068
C 4.124 0.630 0.218
C 5.307 0.859 0.877
C 5.226 2.134 1.471
C 3.989 2.631 1.180
N 3.320 1.722 0.411
C 2.019 1.934 -0.076
C 1.742 1.862 -1.436
C 0.462 2.114 -1.893
C -0.555 2.457 -1.011
C -1.961 2.692 -1.499
N -2.781 1.499 -1.387
C -3.486 1.256 -0.232
O -3.640 2.090 0.636
N -4.011 -0.002 -0.166
C -4.977 -0.374 0.850
C -6.401 -0.303 0.300
C -4.655 -1.771 1.375
C -0.270 2.535 0.347
C 1.004 2.277 0.813
H -0.544 -0.290 -0.392
H -1.303 -1.841 -0.014
H -1.463 -0.485 1.103
H 0.859 -0.518 1.676
H 0.285 -2.190 1.850
H 0.263 -3.273 -0.485
H 1.766 -3.870 0.238
H 1.796 -4.170 -2.210
H 3.018 -2.973 -1.767
H 1.485 -2.446 -2.458
H 3.444 -2.460 0.695
H 2.899 -1.021 1.564
H 2.938 -0.399 -1.245
H 5.426 -1.403 -0.440
H 6.151 0.198 0.932
H 5.990 2.618 2.046
H 3.540 3.572 1.428
H 2.534 1.633 -2.133
H 0.256 2.061 -2.953
H -1.960 3.010 -2.545
H -2.450 3.452 -0.886
H -2.471 0.703 -1.924
H -3.981 -0.585 -0.987
H -4.859 0.364 1.649
H -6.608 0.699 -0.070
H -6.530 -1.011 -0.517
H -7.119 -0.539 1.080
H -4.759 -2.507 0.579
H -5.336 -2.033 2.179
H -3.637 -1.809 1.753
H -1.061 2.790 1.036
H 1.224 2.341 1.868

Results
HOMO = -8.05 eV

***

Let's list total energy in order: -6563.05401; -3106.16119; -1924.91347; -1188.92881 hartree.